[1]
51
Properties=species:S:1:pos:R:3:forces:R:3:mulliken_charge:R:1 method="wB97M-V/def2-TZVPD" e_tot_ev=-32198.1987 smiles="N[C@@H](Cc1c[nH]c2ccccc12)C(=O)O.NCCCC[C@H](N)C(=O)O" spin_multiplicity=1 orbital_gap_ev=8.56 de_lowest_kcal_mol=161.6
C -3.66905 -1.09396 -0.53697 -0.8 2.8 0.1 -0.03
C -4.48625 -0.13617 0.35872 2.1 -1.1 -0.3 0.34
C -2.30272 -1.01239 0.16466 -0.2 -0.5 -6.4 -1.05
C -1.26991 -2.05759 -0.25498 0.9 1.8 -0.2 -1.41
C 0.16129 -1.69327 0.22290 0.0 -3.1 -3.1 0.23
C 1.29924 -2.54087 -0.44691 -4.6 -1.3 0.5 -0.42
C -0.33721 3.04308 -0.34374 0.2 -1.2 -0.4 0.33
C -0.61617 2.02302 0.77669 0.6 1.5 -0.2 0.08
C 1.17512 3.25493 -0.43717 -0.3 -0.6 -0.2 -1.48
C 1.96163 2.00322 -0.65503 0.5 0.4 -1.3 0.88
C 2.34245 1.62163 -1.91740 0.1 -1.4 0.7 -0.96
C 2.48299 1.03053 0.25764 -0.5 -0.4 0.5 0.76
C 3.10474 0.02033 -0.49488 0.4 0.3 -1.1 -0.50
C 2.38131 0.88222 1.65158 1.0 -0.4 -0.7 -0.35
C 3.69562 -1.10444 0.07905 0.4 0.6 0.2 -0.64
C 3.01870 -0.20940 2.22411 -0.6 0.6 -0.8 -1.17
C 3.61970 -1.19213 1.45671 0.7 -0.9 -0.5 0.03
H -4.63543 -1.02013 -2.31061 -0.4 -0.2 -0.4 0.30
H -3.86164 0.29433 -1.96812 -0.2 3.1 0.0 0.28
H -4.15401 -1.96613 -0.34550 -1.2 -3.1 -0.3 0.63
H -2.37189 -0.87091 1.15477 -0.5 0.3 3.6 1.25
H -2.05467 -0.07663 -0.34894 0.1 -0.8 0.6 0.13
H -1.29586 -2.14651 -1.32689 0.0 0.0 -0.6 0.32
H -1.48267 -2.99963 0.13460 -0.6 -1.7 0.7 0.48
H 0.17076 -1.83730 1.24644 0.4 -0.4 2.4 0.49
H 0.41719 -0.73584 0.03319 0.6 2.7 -0.7 -0.34
H 2.16243 -2.39553 0.02516 2.9 1.0 1.6 0.35
H 1.43079 -2.50502 -1.48268 0.0 1.4 -1.8 0.28
H 0.71147 -4.02092 0.61529 -2.2 -0.7 5.3 0.18
H 1.74463 -4.37603 -0.26920 7.1 -4.6 -0.7 0.17
H -5.19965 -0.20169 2.06394 -1.5 1.6 1.7 0.35
H -0.71566 4.71265 0.63323 -0.1 0.8 1.4 0.27
H -1.94738 4.06882 -0.24879 -1.5 0.6 0.4 0.31
H -0.71184 2.54651 -1.24716 0.3 0.2 -0.1 0.49
H 1.32153 3.89274 -1.29821 0.1 0.4 -0.1 0.41
H 1.49262 3.77843 0.45057 0.2 0.3 0.4 0.42
H 2.10106 2.06782 -2.87663 0.2 0.0 0.2 0.43
H 3.54504 -0.03168 -2.58052 -0.2 0.0 0.1 0.24
H 1.89412 1.64768 2.20428 -0.3 0.4 0.7 0.54
H 4.14283 -1.90195 -0.51176 0.0 0.3 0.1 0.42
H 3.09080 -0.33949 3.25897 -0.3 0.0 1.5 0.48
H 3.98942 -2.10680 1.93739 0.0 0.5 -0.1 0.36
H -0.84080 0.20579 1.29105 0.6 2.2 -3.7 0.53
N -3.75961 -0.65687 -1.98925 1.2 -3.6 2.1 -0.72
N 0.97128 -3.94023 -0.26382 -5.3 3.1 -3.9 -0.78
N -0.99345 4.31363 -0.22113 0.7 -0.9 -1.2 -0.69
N 2.99050 0.37182 -1.84231 -0.2 0.7 0.4 -0.07
O -4.68851 1.01527 0.13747 -0.9 0.8 -0.1 -0.58
O -4.64542 -0.73738 1.55931 0.4 -1.3 -1.3 -0.43
O -0.65831 2.32856 1.94351 -0.2 -0.1 0.4 -0.65
O -0.72114 0.78388 0.33739 0.7 -0.1 4.6 -0.49



[2]
20
Properties=species:S:1:pos:R:3:forces:R:3:mulliken_charge:R:1 method="wB97M-V/def2-TZVPD" e_tot_ev=-16492.8348 charge=+1 spin_multiplicity=1 orbital_gap_ev=10.15 de_lowest_kcal_mol=51.6
N -0.51109 0.51231 -2.86914 0.5 0.2 0.0 -0.03
N -1.54202 1.46723 -3.14521 0.1 0.4 0.6 -0.47
C -2.68290 1.05448 -2.86164 1.3 -0.8 -1.2 0.62
O -3.68625 0.53108 -2.82281 -1.5 0.2 0.7 -0.18
H 0.22094 0.66856 -3.56894 0.1 0.0 0.0 0.38
H -0.79890 -0.46997 -2.93969 0.0 0.0 0.1 0.39
H -0.06907 0.67810 -1.95210 0.0 -0.2 0.1 0.24
C -0.86997 -0.56745 2.12267 -0.2 -0.1 -0.5 -1.40
C 0.52692 -0.84061 1.61468 -0.6 0.1 0.5 0.46
C 1.58606 0.06066 2.19895 0.2 0.0 0.2 -0.49
O 2.55196 0.12958 1.13709 -0.2 0.0 -0.2 -0.30
C 1.90891 -0.09130 -0.01554 0.3 0.0 0.4 0.69
O 2.37335 0.08942 -1.09844 -0.4 0.1 -0.5 -0.55
O 0.64232 -0.54369 0.20174 0.2 0.1 -0.2 -0.34
H -1.25078 0.37390 1.72291 0.1 0.1 0.1 0.35
H -1.55395 -1.35192 1.79788 0.0 0.0 0.1 0.35
H -0.89029 -0.52694 3.21076 0.1 0.0 0.0 0.37
H 0.78186 -1.89264 1.75786 0.1 0.0 -0.1 0.26
H 2.03650 -0.35094 3.09837 0.2 0.0 -0.1 0.33
H 1.22639 1.07014 2.41063 -0.1 0.0 -0.1 0.31



[3]
50
Properties=species:S:1:pos:R:3:forces:R:3:mulliken_charge:R:1 method="wB97M-V/def2-TZVPD" e_tot_ev=-105201.0911 charge=-2 spin_multiplicity=1 orbital_gap_ev=3.89
Pb 0.80807 -0.98392 3.83915 0.5 -0.4 0.1 0.06
Cl -0.96104 0.51197 2.68236 -0.9 0.4 -0.3 -0.52
C 1.78890 -1.80254 1.81150 -0.9 0.9 1.7 -0.74
C 1.42083 -1.56299 0.50271 0.5 -0.8 -1.3 1.17
C 2.08242 -2.27566 -0.52538 -0.1 0.3 0.6 -0.77
C 3.10876 -3.18200 -0.21830 -0.2 0.1 0.1 1.03
C 3.48478 -3.35859 1.11655 -0.4 0.3 0.3 -0.87
C 2.81921 -2.65668 2.14127 0.6 -0.8 -1.2 -0.51
H 0.62086 -0.85875 0.23502 0.4 -0.3 0.2 0.17
H 1.79683 -2.10535 -1.56729 0.1 -0.1 0.1 0.26
H 4.28876 -4.05227 1.35515 0.0 0.0 0.0 0.19
H 3.12164 -2.79967 3.18378 0.0 0.0 -0.2 0.24
C 3.79114 -3.97512 -1.30562 0.0 0.0 -0.1 -1.29
H 4.63390 -4.53739 -0.88613 -0.1 0.1 -0.2 0.33
H 4.16497 -3.31539 -2.10187 0.0 -0.2 0.1 0.30
H 3.09908 -4.69232 -1.76988 0.1 0.1 0.0 0.27
C -1.72814 2.71816 -1.16705 -0.5 0.0 0.2 -0.63
N -0.60139 2.08590 -0.66540 -0.8 0.6 -0.9 0.60
H -3.71687 1.83579 -1.55986 0.0 0.2 -0.1 0.39
N -2.10824 0.58072 -0.85546 -0.4 0.9 -0.8 0.61
H -1.78013 3.77923 -1.33941 -0.1 0.0 -0.1 0.40
C 0.56041 2.84024 -0.16343 -0.2 -0.3 -0.4 1.12
C 1.17101 3.63795 -1.30478 0.4 0.2 -0.3 -1.75
C 0.06049 3.78049 0.92470 0.1 0.0 0.5 -1.50
H 0.49629 4.40271 -1.70802 0.0 -0.1 0.0 0.35
H 2.06512 4.15172 -0.92936 -0.1 0.0 -0.1 0.43
H 1.48749 2.98022 -2.12250 -0.1 0.0 0.1 0.38
H 2.44620 2.38426 0.70951 -0.1 -0.2 0.0 0.51
H 1.83635 1.11975 -0.40463 0.0 0.1 0.1 0.26
H -0.32276 3.19008 1.76435 0.0 0.1 -0.1 0.23
C 1.55562 1.83909 0.37011 0.4 0.1 0.4 -1.09
H -0.72851 4.45524 0.56758 0.2 -0.1 0.0 0.36
H 0.90188 4.38362 1.28213 -0.1 0.0 0.0 0.43
H 1.13486 1.31047 1.23286 0.2 0.0 -0.2 -0.04
C -2.68412 1.76717 -1.26999 -0.2 0.5 0.0 -0.53
C -3.78158 -0.27499 0.65943 0.0 -0.2 0.4 -1.33
H -4.45708 0.56659 0.44824 0.1 -0.2 0.0 0.33
H -4.37371 -1.16195 0.92090 0.0 0.2 0.0 0.43
C -2.90955 -0.60758 -0.55002 0.1 0.4 0.0 1.35
H -2.55433 -2.63782 -0.02658 0.1 0.0 0.0 0.54
C -3.80614 -0.92058 -1.73361 -0.2 -0.5 -0.3 -1.84
H -3.22413 -1.10341 -2.64202 0.0 0.1 0.0 0.39
H -3.14484 -0.02058 1.51678 -0.1 0.0 -0.2 0.13
H -1.37061 -1.49587 0.65072 0.0 -0.1 -0.2 0.13
H -4.52938 -0.12108 -1.92748 0.1 -0.1 0.0 0.38
H -4.37411 -1.83306 -1.51335 0.0 0.1 0.0 0.44
C -1.96238 -1.73957 -0.23492 -0.1 -0.4 0.1 -1.44
H -1.30117 -1.93609 -1.08408 0.0 0.0 0.2 0.31
C -0.81727 0.77163 -0.55307 1.2 -1.3 1.0 -0.58
Se 2.49162 0.91820 4.21463 0.4 0.3 0.3 -1.08



[4]
95
Properties=species:S:1:pos:R:3:forces:R:3:mulliken_charge:R:1 method="wB97M-V/def2-TZVPD" e_tot_ev=-128174.2141 charge=+4 spin_multiplicity=1 orbital_gap_ev=4.88 de_lowest_kcal_mol=0.0
Ta -0.01123 -1.05572 0.55227 0.2 0.6 1.1 0.58
C -0.02347 5.41965 -0.46809 0.0 -0.1 0.0 -1.67
C -0.20747 4.25883 -1.46699 0.0 0.2 -0.1 1.21
C -0.45206 4.82396 -2.87810 0.0 -0.1 0.0 -1.68
C 1.05171 3.41034 -1.45415 -0.1 0.0 0.0 1.02
C 2.28668 3.98247 -1.76289 0.1 0.0 0.0 -0.35
C 3.47626 3.27284 -1.70454 0.0 0.0 0.0 -1.59
C 3.45989 1.95550 -1.28884 0.0 0.0 0.0 -0.40
C 2.23657 1.36293 -0.96685 0.0 0.0 0.0 0.25
P 2.28036 -0.31700 -0.41581 0.0 -0.3 0.0 0.75
C 3.03022 -0.48337 1.19946 0.0 -0.1 0.1 0.67
C 3.51908 0.60380 1.92731 -0.1 0.0 0.0 -0.82
C 4.10358 0.38001 3.16515 0.0 0.0 0.1 -0.74
C 4.18765 -0.91154 3.67887 0.0 0.0 0.0 -0.74
C 3.66703 -1.99170 2.97306 -0.1 0.0 0.0 -0.85
C 3.08648 -1.78144 1.73199 0.1 0.1 0.0 -0.28
C 3.19272 -1.25983 -1.61672 -0.1 -0.3 0.0 1.05
C 4.48832 -1.69693 -1.32961 0.0 0.0 -0.1 -0.23
C 5.26325 -2.21464 -2.35776 0.0 0.0 0.0 -0.84
C 4.74540 -2.31329 -3.64281 0.0 0.0 0.0 -0.62
C 3.44349 -1.89976 -3.91791 0.0 0.0 0.0 -0.79
C 2.66121 -1.37194 -2.90850 0.0 0.0 0.1 -0.80
C 1.05065 2.06957 -1.11012 0.0 0.1 0.0 -0.70
O -0.12657 1.34027 -0.92087 0.0 -0.1 -0.2 0.29
C -1.31612 2.06979 -0.80465 0.0 0.0 0.0 -0.54
C -2.42926 1.32364 -0.44066 -0.1 0.0 0.2 0.07
C -3.65941 1.94100 -0.22982 0.0 0.0 0.0 -0.53
C -3.76352 3.30758 -0.43679 0.0 0.0 0.0 -1.64
C -2.65380 4.02055 -0.85857 -0.1 -0.1 0.0 -0.23
C -1.39926 3.42644 -1.03671 0.2 0.1 0.0 1.02
P -2.31689 -0.44033 -0.50838 -0.1 -0.4 0.1 1.68
C -3.53113 -1.16831 0.57153 0.1 -0.2 0.1 0.60
C -4.51116 -2.02618 0.06745 0.0 0.0 0.1 -0.73
C -5.47272 -2.53291 0.92987 0.0 0.0 0.0 -0.87
C -5.44750 -2.19937 2.27861 0.0 0.0 0.0 -0.66
C -4.45586 -1.36222 2.78610 0.0 0.0 0.0 -0.89
C -3.49196 -0.85042 1.93826 0.0 0.0 -0.1 -0.19
C -2.58422 -0.95133 -2.20222 0.2 -0.1 0.0 0.81
C -3.44038 -0.17901 -2.99194 0.1 0.0 0.0 -0.53
C -3.78640 -0.62852 -4.25738 0.0 0.0 0.0 -0.80
C -3.27987 -1.82907 -4.73802 0.0 0.0 0.0 -0.69
C -2.41543 -2.58973 -3.95875 0.0 0.0 0.0 -0.66
C -2.06658 -2.15462 -2.69209 -0.1 0.1 0.0 0.16
H 0.87134 5.99485 -0.69960 0.0 0.0 0.0 0.46
H 0.06282 5.04639 0.55446 0.0 0.0 0.0 0.28
H -0.86959 6.10398 -0.51206 0.0 0.0 0.0 0.45
H 0.35496 5.49598 -3.16939 0.0 0.0 0.0 0.41
H -1.37936 5.39593 -2.90832 0.0 0.0 0.0 0.43
H -0.51824 4.02541 -3.61891 0.0 0.0 0.0 0.37
H 2.31925 5.01995 -2.07058 0.0 0.0 0.0 0.53
H 4.41096 3.74733 -1.97022 0.0 0.0 0.0 0.49
H 4.38006 1.38717 -1.21877 0.0 0.0 0.0 0.61
H 3.46913 1.60672 1.51978 0.0 0.0 0.0 0.49
H 4.51026 1.21050 3.72753 0.0 0.0 0.0 0.52
H 4.68246 -1.08036 4.62709 0.0 0.0 0.0 0.50
H 3.73270 -2.99138 3.38220 0.0 0.0 0.0 0.56
H 2.73167 -2.62939 1.14987 0.1 0.0 0.0 0.42
H 4.90199 -1.61885 -0.33256 0.0 0.0 0.0 0.45
H 6.27792 -2.53076 -2.15554 0.0 0.0 0.0 0.49
H 5.35895 -2.71574 -4.43832 0.0 0.0 0.0 0.47
H 3.04907 -1.97749 -4.92229 0.0 0.0 0.0 0.50
H 1.65336 -1.02816 -3.12249 0.0 0.1 -0.1 0.44
H -4.52017 1.35589 0.07010 0.0 0.0 0.0 0.67
H -4.71041 3.80888 -0.28862 0.0 0.0 0.0 0.48
H -2.76433 5.07920 -1.05583 0.0 0.0 0.0 0.50
H -4.53964 -2.27804 -0.98523 0.0 0.0 0.0 0.51
H -6.24888 -3.18274 0.54845 0.0 0.0 0.0 0.49
H -6.20982 -2.58847 2.94114 0.0 0.0 0.0 0.47
H -4.45212 -1.10437 3.83681 0.0 0.0 0.0 0.50
H -2.73508 -0.17102 2.32267 -0.1 0.0 0.0 0.37
H -3.84096 0.75806 -2.62797 0.0 0.0 0.0 0.48
H -4.45632 -0.03822 -4.86828 0.0 0.0 0.0 0.51
H -3.56213 -2.17621 -5.72340 0.0 0.0 0.0 0.46
H -2.02136 -3.52278 -4.33999 0.0 0.0 0.0 0.50
H -1.40354 -2.75291 -2.08465 0.0 -0.1 0.0 -0.27
Cl 0.42463 0.75774 7.79852 0.0 0.0 0.0 -0.09
C 0.28468 0.12380 6.22736 0.0 -0.4 0.2 0.00
C 0.24647 -1.30527 6.06162 0.0 0.3 0.1 -0.46
C 0.15733 -1.90748 4.83516 0.0 -0.2 -0.3 -0.68
C 0.10653 -1.13318 3.67067 0.1 0.0 0.6 0.61
O 0.04466 -1.73850 2.51386 -0.3 0.1 -1.9 -0.87
C 0.11707 0.32264 3.83030 0.1 -0.6 0.3 1.03
C 0.04274 1.08635 2.72725 0.0 0.1 -0.2 0.11
O -0.02822 0.49957 1.53431 0.0 1.3 0.3 0.76
C 0.20766 0.91839 5.14104 -0.1 0.0 -0.4 -1.38
H 0.28185 -1.91770 6.95594 0.0 0.0 0.0 0.52
H 0.12800 -2.98516 4.74367 0.0 0.0 0.0 0.58
H 0.02178 2.17086 2.75148 0.0 0.0 -0.2 0.43
H 0.20283 1.99692 5.23932 0.0 0.0 0.0 0.60
Cl -1.31992 -5.97601 -1.66684 -0.1 0.0 -0.1 -0.02
C 0.15823 -5.64545 -0.78934 -0.1 0.1 0.3 0.84
Cl 0.20712 -6.46285 0.76753 0.0 -0.1 0.0 -0.02
Cl 1.59005 -5.92320 -1.74014 0.2 0.0 -0.1 -0.01
C 0.11809 -4.20454 -0.43805 0.1 -0.2 -0.1 -0.05
N 0.08520 -3.08627 -0.16416 0.0 -0.2 0.1 -0.54



[5]
14
Properties=species:S:1:pos:R:3:forces:R:3:mulliken_charge:R:1 method="wB97M-V/def2-TZVPD" e_tot_ev=-66806.2292 charge=+2 spin_multiplicity=2 s2=0.751 orbital_gap_ev="9.96 / 6.05" de_lowest_kcal_mol=0.0
O -1.93271 1.11630 -1.38082 -2.5 -0.2 3.1 -0.20
C -2.50918 1.19525 -0.36158 2.9 1.0 -4.3 0.90
O -1.38714 -0.47486 1.15023 -0.4 -0.8 -0.2 -0.40
H 2.09359 -1.85775 -0.47454 -0.3 0.1 0.0 0.30
Ga -2.65493 0.13308 2.29053 0.0 0.4 0.0 0.86
O -2.88267 1.42874 0.72900 -1.6 0.2 0.9 -0.31
O 0.10010 -1.35714 -0.26327 -2.0 0.8 0.7 -0.26
C 1.41935 -1.04397 -0.75602 0.8 0.1 -0.8 -0.29
C 1.74194 0.28349 -0.06744 1.1 0.1 -0.5 -0.22
O 0.51304 0.60451 0.61833 -2.1 0.0 0.2 -0.26
C -0.36163 -0.35481 0.44034 4.5 -1.5 0.5 0.97
H 1.35860 -0.96334 -1.84619 0.0 -0.1 0.3 0.31
H 1.97041 1.09398 -0.76495 -0.1 -0.2 0.2 0.31
H 2.53124 0.19653 0.68638 -0.3 0.1 -0.1 0.29